--- i ---
Here is an isolated molecule of C3H6N2OS from the Open Molecules 2025 dataset. Energies are from ωB97M-V/def2-TZVPD.

Last column: Löwdin charge in e.
Positions of all 13 atoms, in Å:
H  -0.8291  -2.5345  -0.1325  0.003
N  -1.4908  -1.7698  -0.2540  0.125
C  -1.3020  -0.5564  0.0165  -0.572
N  -2.3470  0.2772  0.2745  0.082
O  -0.1219  0.2652  -0.0278  -0.084
C  1.2029  -0.1296  -0.0800  -0.857
C  2.0406  1.0314  -0.0471  -0.123
S  1.5613  -1.7166  0.1484  0.747
H  -3.3078  -0.1989  0.3821  0.144
H  -2.2114  1.2147  -0.3210  0.164
H  1.5433  1.8733  -0.6475  0.108
H  2.1517  1.4586  1.0979  0.157
H  3.1101  0.7854  -0.4093  0.107

The LUMO energy comes out at -0.07 eV. The HOMO-LUMO gap is 8.62 eV.

=====

--- ii ---
Here is an isolated molecule of C3H6N2OS from the Open Molecules 2025 dataset. Energies are from ωB97M-V/def2-TZVPD.

Last column: Löwdin charge in e.
Positions of all 13 atoms, in Å:
N  0.1989  0.7949  1.5306  0.118
C  0.5034  -0.0992  0.5795  -0.453
N  1.7801  -0.7221  0.6986  0.091
C  -0.2222  -0.3303  -0.5396  -0.120
C  -1.2974  0.4304  -1.0546  -0.763
O  -1.8715  0.0590  -2.2365  -0.011
S  -1.9799  1.7919  -0.2523  0.647
H  -0.6185  1.3838  1.2075  -0.035
H  0.9873  1.2089  2.0152  0.114
H  1.8992  -1.5009  0.0613  0.078
H  1.8732  -1.1313  1.6817  0.128
H  0.2007  -1.1218  -1.2005  0.116
H  -1.4533  -0.7635  -2.4909  0.089

The LUMO energy comes out at 0.43 eV. The HOMO-LUMO gap is 8.70 eV.

=====

Short version: i is the least stable of them.

=====

--- i ---
Here is a structure of composition C3H6N2OS from the Open Molecules 2025 dataset. Energies are from ωB97M-V/def2-TZVPD.

Last column: Löwdin charge in e.
Positions of all 13 atoms, in Å:
C  -1.0842  0.1443  -0.0916  -0.062
C  -0.8257  -1.3914  0.0367  -0.132
C  1.2130  -0.5321  0.0463  -0.943
H  0.5035  2.5914  -0.7874  0.196
H  1.7255  1.8215  0.5042  0.128
H  -1.7412  0.3620  -0.8098  0.061
H  -1.5060  0.5652  0.9342  0.157
H  -1.3100  -1.9841  -0.8256  0.150
H  -1.3085  -1.8925  0.9181  0.136
N  0.5530  1.7760  0.2353  -0.044
N  0.3602  0.5468  -0.2007  -0.272
O  0.5415  -1.5328  0.0777  -0.011
S  2.8787  -0.4744  -0.0377  0.635

The LUMO energy comes out at 0.62 eV. The HOMO-LUMO gap is 8.97 eV.

=====

--- ii ---
Here is an isolated molecule of C3H6N2OS from the Open Molecules 2025 dataset. Energies are from ωB97M-V/def2-TZVPD.

Last column: Löwdin charge in e.
Positions of all 13 atoms, in Å:
C  2.2137  -1.1102  -1.5270  -0.105
N  1.5072  -0.2966  -0.7350  -0.398
S  1.0003  -0.5294  0.8779  0.807
C  -0.0909  1.0909  0.9979  -0.303
C  -1.4670  0.9407  0.4562  -0.588
N  -1.9556  -0.3548  0.1512  0.023
O  -2.3269  1.8299  0.5347  0.017
H  2.0702  -0.9343  -2.5590  0.038
H  2.6600  -2.0921  -1.3397  0.059
H  0.5476  1.7724  0.5610  0.037
H  0.1779  1.4997  2.0058  0.100
H  -1.4279  -1.2208  0.9099  0.176
H  -2.9087  -0.5954  -0.3339  0.137

The LUMO energy comes out at 0.35 eV. The HOMO-LUMO gap is 9.27 eV.

=====

--- iii ---
Here is an isolated molecule of C3H6N2OS from the Open Molecules 2025 dataset. Energies are from ωB97M-V/def2-TZVPD.

Last column: Löwdin charge in e.
Positions of all 13 atoms, in Å:
C  -0.8993  1.1196  -0.0661  -0.064
C  0.1382  0.0387  -0.3962  -0.355
N  -0.2605  -1.1422  -0.1193  -0.068
N  -1.5069  -1.4026  0.0609  0.045
C  1.5328  0.4003  0.0177  -0.659
O  2.0056  1.5131  0.1285  0.022
S  2.5492  -1.1916  -0.0127  0.719
H  -0.4714  2.0774  -0.2515  0.061
H  -1.7167  1.0576  -0.7983  0.080
H  -1.2524  0.9627  1.0395  0.126
H  -1.7816  -2.3067  0.3774  0.102
H  -2.0718  -0.5225  0.3906  0.123
H  3.7349  -0.6039  -0.3705  -0.132

The LUMO energy comes out at 0.29 eV. The HOMO-LUMO gap is 9.48 eV.

=====

--- iv ---
Here is an isolated molecule of C3H6N2OS from the Open Molecules 2025 dataset. Energies are from ωB97M-V/def2-TZVPD.

Last column: Löwdin charge in e.
Positions of all 13 atoms, in Å:
C  2.3624  -0.0506  -0.0020  -0.067
O  0.9482  0.1213  -0.0085  -0.225
N  0.3435  -1.1160  0.0011  0.063
C  -0.9309  -1.1024  -0.0087  -0.163
C  -1.9169  0.0171  -0.0077  -0.868
N  -1.4328  1.2723  -0.0048  0.092
S  -3.5238  -0.3569  -0.0011  0.634
H  2.6788  -0.5795  -0.9022  0.087
H  2.7599  0.9605  0.0114  0.088
H  2.6458  -0.5939  0.8985  0.085
H  -1.3693  -2.0649  0.0000  0.082
H  -2.1152  2.0391  -0.0191  0.113
H  -0.4496  1.4539  0.0431  0.079

The LUMO energy comes out at -0.17 eV. The HOMO-LUMO gap is 8.45 eV.

=====

Short version: i is the least stable of them.

=====

--- i ---
Here is an isolated molecule of C3H6N2OS from the Open Molecules 2025 dataset. Energies are from ωB97M-V/def2-TZVPD.

Last column: Löwdin charge in e.
Positions of all 13 atoms, in Å:
C  2.8216  0.7339  0.0339  -0.176
N  2.8090  -0.5078  0.2328  -0.346
S  1.2774  -1.2202  -0.1249  0.951
C  -0.0474  -0.0607  -0.0894  -0.706
O  -0.0635  1.1379  -0.0447  -0.021
C  -1.4031  -0.8449  0.2278  -0.351
N  -2.5708  -0.0290  0.1113  -0.111
H  3.7770  1.3112  0.1845  0.079
H  1.7912  1.3292  -0.4121  0.128
H  -1.4002  -1.2996  1.2021  0.097
H  -1.4972  -1.5657  -0.6155  0.109
H  -2.4088  1.1560  0.3275  0.167
H  -3.0851  -0.1404  -1.0334  0.181

The LUMO energy comes out at 0.64 eV. The HOMO-LUMO gap is 9.81 eV.

=====

--- ii ---
Here is an isolated molecule of C3H6N2OS from the Open Molecules 2025 dataset. Energies are from ωB97M-V/def2-TZVPD.

Last column: Löwdin charge in e.
Positions of all 13 atoms, in Å:
C  -2.2772  1.8632  -0.7169  -0.502
S  -0.6742  1.3850  -0.2156  0.749
N  -0.7310  -0.3379  -0.2921  -0.261
C  0.2440  -1.0121  -0.0545  -0.429
N  1.4083  -0.6140  0.4872  0.059
C  2.2529  -1.6676  0.8348  -0.289
O  3.4507  -1.5455  1.1451  0.008
H  -2.8377  2.1256  0.3563  0.074
H  -2.8508  1.2001  -1.4850  0.062
H  -1.7900  2.9468  -1.3272  0.104
H  0.1867  -2.0820  -0.0049  0.114
H  1.7788  0.4113  0.4743  0.184
H  1.8394  -2.6729  0.7988  0.126

The LUMO energy comes out at 0.79 eV. The HOMO-LUMO gap is 9.30 eV.

=====

Short version: i is the least stable of them.

=====

--- i ---
Here is an isolated molecule of C3H6N2S3 from the Open Molecules 2025 dataset. Energies are from ωB97M-V/def2-TZVPD.

Last column: Löwdin charge in e.
Positions of all 14 atoms, in Å:
C  0.2605  -0.2780  -1.6583  -0.039
C  -0.0867  -0.7981  -0.2605  -0.586
N  -0.6653  -1.8923  -0.1954  -0.360
S  -0.7680  -2.5514  1.3550  0.662
N  0.7049  -0.1299  0.7683  -0.355
S  1.2646  1.4542  0.6783  0.865
C  -0.0505  2.5468  0.8860  -1.056
S  0.2405  4.1557  0.9121  0.577
H  -0.2681  -0.9206  -2.3945  0.103
H  1.3119  -0.1825  -1.7210  0.062
H  -0.0317  0.6963  -1.7690  0.023
H  -1.7889  -3.5723  0.8589  -0.037
H  0.9177  -0.5061  1.7457  0.086
H  -1.0409  1.9782  0.7944  0.056

The LUMO energy comes out at -0.52 eV. The HOMO-LUMO gap is 8.31 eV.

=====

--- ii ---
Here is a structure of composition C3H6N2S3 from the Open Molecules 2025 dataset. Energies are from ωB97M-V/def2-TZVPD.

Last column: Löwdin charge in e.
Positions of all 14 atoms, in Å:
C  1.9387  -1.4074  -2.2955  -0.162
C  1.1720  -0.4797  -1.4113  -0.912
C  -0.6054  -0.4243  0.4189  -0.942
H  2.2075  -2.6355  -2.1503  0.145
H  1.3543  -1.0597  -3.2011  0.082
H  3.1336  -0.9342  -2.4778  0.144
H  0.0302  -2.1915  -0.6493  0.181
H  0.2521  1.2895  -0.1467  -0.118
H  -1.6099  0.7118  2.4051  -0.232
N  0.0104  -1.0371  -0.7654  -0.029
N  -0.3242  0.8281  0.5366  -0.385
S  1.4855  1.0259  -1.4346  0.885
S  -1.5765  -1.5101  1.2957  0.566
S  -1.0467  1.7436  1.8608  0.779

The LUMO energy comes out at -0.17 eV. The HOMO-LUMO gap is 8.47 eV.

=====

Short version: ii is the least stable of them.